The following is a DFT calculation (ωB97M-V/def2-TZVPD) of the molecule C28H31N3O4.

Energy   -42200.9959 eV
Highest occupied orbital energy   -8.43 eV
Structure (SMILES)   Cc1ccccc1OC[C@H](O)CN1CCN(CCN2C(=O)c3cccc4cccc(c34)C2=O)CC1
Kohn-Sham gap   7.684 eV

Last column: natural (NBO) charge in e.
Cartesian coordinates (Å):
C: 3.44701 3.57635 -0.64804  -0.63
C: 3.53796 2.97959 0.72381  -0.07
C: 4.73572 2.92415 1.41340  -0.19
C: 4.80615 2.38859 2.68984  -0.24
C: 3.66018 1.90384 3.28813  -0.22
C: 2.44817 1.94304 2.61672  -0.25
C: 2.38129 2.47300 1.33654  0.30
O: 1.24155 2.53741 0.58417  -0.53
C: 0.02217 2.09585 1.14520  -0.09
C: -1.04295 2.27985 0.05696  0.07
O: -1.02522 3.61045 -0.40575  -0.72
H: -0.09999 3.86421 -0.51922  0.48
C: -2.47902 1.99542 0.55693  -0.22
N: -3.00314 0.66353 0.38641  -0.45
C: -2.32415 -0.35997 1.15295  -0.22
C: -3.11901 -1.66162 1.08007  -0.22
N: -3.21629 -2.04957 -0.30920  -0.48
C: -3.55465 -3.43364 -0.54475  -0.22
H: -3.93385 -3.51619 -1.56372  0.22
C: -2.27614 -4.29970 -0.41820  -0.24
N: -1.10378 -3.47798 -0.68095  -0.46
C: -0.25592 -3.21076 0.37713  0.69
O: -0.39557 -3.76089 1.45312  -0.60
C: 0.81345 -2.22680 0.13261  -0.17
C: 1.72488 -1.93998 1.12805  -0.13
C: 2.72462 -0.98499 0.91988  -0.24
C: 2.80053 -0.30529 -0.26816  -0.09
C: 1.87307 -0.55355 -1.30094  -0.11
C: 1.89593 0.13598 -2.53120  -0.14
C: 0.97826 -0.14408 -3.51014  -0.23
C: 0.01145 -1.13547 -3.31407  -0.12
C: -0.04141 -1.83339 -2.12579  -0.18
C: 0.87712 -1.54206 -1.09751  0.06
C: -1.05769 -2.88193 -1.93277  0.71
O: -1.81076 -3.23501 -2.81626  -0.59
H: -0.70514 -1.37070 -4.08656  0.24
H: 1.00023 0.39523 -4.44526  0.22
H: 2.65424 0.88937 -2.68880  0.21
H: 3.57324 0.43236 -0.42464  0.21
H: 3.43597 -0.77835 1.70511  0.23
H: 1.65095 -2.46920 2.06632  0.24
H: -2.30832 -5.11820 -1.13943  0.22
H: -2.15905 -4.70172 0.58817  0.24
H: -4.32211 -3.81506 0.14557  0.18
C: -3.95764 -1.05614 -1.04813  -0.22
C: -3.17098 0.25274 -0.99441  -0.22
H: -3.71371 1.03783 -1.52438  0.20
H: -2.20503 0.08705 -1.50159  0.17
H: -4.04955 -1.37893 -2.08686  0.21
H: -4.96608 -0.89340 -0.62973  0.17
H: -2.59972 -2.43660 1.64476  0.22
H: -4.11623 -1.50453 1.52713  0.17
H: -2.24917 -0.02714 2.19078  0.20
H: -1.30771 -0.55938 0.76921  0.16
H: -3.12875 2.68244 0.00841  0.22
H: -2.54419 2.24953 1.61873  0.19
H: -0.79493 1.60150 -0.77652  0.16
H: -0.23381 2.70798 2.02080  0.18
H: 0.08997 1.04372 1.44324  0.19
H: 1.56504 1.55587 3.09965  0.21
H: 3.69883 1.48873 4.28417  0.22
H: 5.75052 2.35494 3.21112  0.22
H: 5.62916 3.30948 0.94334  0.21
H: 3.00283 4.57058 -0.59350  0.22
H: 2.80827 2.96688 -1.28423  0.22
H: 4.43291 3.66472 -1.09773  0.22

The following is a DFT calculation (ωB97M-V/def2-TZVPD) of a structure of composition C35H27AlF3N6O2 in a non-equilibrium geometry.

Energy   -64521.6846 eV
Highest occupied orbital energy   -2.65 eV
Net charge   -1
Kohn-Sham gap   4.153 eV

Last column: natural (NBO) charge in e.
Cartesian coordinates (Å):
Al: 0.16915 0.82748 -0.08748  1.71
C: -0.58966 0.12667 2.88811  -0.28
O: 0.49222 0.43867 2.02221  -0.51
C: 1.76212 0.38019 2.47857  0.31
C: 2.11649 0.28775 3.81300  -0.28
C: 3.46381 0.23989 4.14915  -0.20
C: 4.43834 0.28359 3.16492  -0.24
C: 4.07248 0.37275 1.83065  -0.21
C: 2.73363 0.41633 1.48097  0.13
N: 2.23986 0.48964 0.14838  -0.34
N: 3.16667 0.54435 -0.73086  -0.12
C: 2.88636 0.64568 -2.05647  0.00
C: 1.57782 0.68582 -2.59135  0.43
O: 0.49921 0.62659 -1.88820  -0.75
C: 1.43938 0.75901 -4.02494  -0.25
C: 2.51794 0.80053 -4.83589  -0.16
C: 3.85226 0.77693 -4.32075  -0.02
C: 4.96430 0.82741 -5.17961  -0.20
C: 6.24093 0.81747 -4.68085  -0.25
C: 6.43093 0.76022 -3.29159  -0.21
C: 5.35974 0.70914 -2.43562  -0.20
C: 4.03830 0.70844 -2.92722  -0.03
H: -0.41923 -0.85227 3.34216  0.18
H: -0.69105 0.90492 3.64876  0.19
H: -1.44929 0.13157 2.22294  0.28
H: 1.35731 0.26838 4.57982  0.22
H: 3.74631 0.17477 5.19023  0.21
H: 5.48487 0.25271 3.43362  0.21
H: 4.81356 0.41246 1.04661  0.23
H: 0.42942 0.79047 -4.40893  0.23
H: 2.38623 0.86400 -5.91091  0.20
H: 4.79149 0.87866 -6.24835  0.20
H: 7.09256 0.85630 -5.34734  0.20
H: 7.43640 0.76578 -2.88845  0.20
H: 5.51352 0.67700 -1.36797  0.22
F: 0.97165 3.17596 1.57794  -0.40
C: 0.72556 2.84573 0.26142  0.57
F: -0.19640 3.75531 -0.13258  -0.36
F: 1.88771 3.27551 -0.36646  -0.41
C: 0.79852 -3.67704 -0.08156  -0.27
C: 1.00434 -2.31787 0.09015  0.05
N: 0.02402 -1.41914 -0.03289  -0.49
C: -1.20332 -1.84866 -0.29439  0.07
C: -1.51461 -3.19374 -0.47277  -0.04
C: -0.47963 -4.11777 -0.39260  -0.16
C: -2.86919 -3.60432 -0.85113  -0.18
C: -4.04568 -3.10136 -0.46240  -0.20
C: -4.35396 -2.17365 0.63988  0.20
C: -5.56874 -1.49153 0.63995  -0.27
C: -5.88501 -0.76283 1.76882  0.09
N: -5.08349 -0.71377 2.82797  -0.45
C: -3.93194 -1.36156 2.70501  0.26
N: -3.52106 -2.09243 1.68260  -0.47
H: 1.62757 -4.36612 0.00544  0.21
H: 1.99128 -1.93404 0.31934  0.20
H: -1.91205 -1.02661 -0.39767  0.29
H: -0.67243 -5.16925 -0.57254  0.20
H: -2.90509 -4.39509 -1.59777  0.20
H: -4.92551 -3.47028 -0.98011  0.20
H: -6.24116 -1.54194 -0.20530  0.22
H: -6.81653 -0.21194 1.83653  0.20
H: -3.26532 -1.30737 3.55382  0.17
N: -1.58961 0.81272 0.04915  -1.28
C: -2.72017 1.39509 0.36932  0.22
C: -3.93316 1.13238 -0.35245  -0.34
C: -5.14635 1.68402 -0.00739  -0.21
C: -5.27690 2.53359 1.09097  -0.37
C: -4.12466 2.81716 1.82066  -0.21
C: -2.90149 2.27689 1.48633  -0.29
H: -3.85372 0.48183 -1.21609  0.19
H: -6.02106 1.45072 -0.60548  0.18
H: -6.23162 2.96811 1.35553  0.19
H: -4.18592 3.48871 2.67076  0.19
H: -2.01930 2.55528 2.05268  0.19

The following is a DFT calculation (ωB97M-V/def2-TZVPD) of a structure of composition C36H32FN8O4RhS2.

Energy   -85356.5273 eV
Highest occupied orbital energy   -6.23 eV
Kohn-Sham gap   3.967 eV

Last column: Mulliken charge in e.
Cartesian coordinates (Å):
Rh: -0.89158 -3.40846 -0.44723  0.13
C: 3.37773 -3.02010 -1.03506  -1.77
C: 1.91232 -3.23199 -1.33372  1.02
N: 1.09951 -3.44433 -0.34141  1.05
N: 1.69085 -3.53250 0.92438  -1.17
C: 0.89587 -3.32221 1.90789  0.52
S: -0.80404 -2.96363 1.83890  -0.36
S: 1.68270 -3.34019 3.50700  -0.12
C: 1.43392 -1.57499 3.91190  -1.13
C: 2.36769 -0.70157 3.12706  0.56
C: 2.08020 -0.38715 1.79950  0.82
C: 2.99451 0.31608 1.03012  -0.69
C: 4.19328 0.74551 1.58319  -1.15
C: 4.47553 0.45817 2.91111  -0.55
C: 3.57151 -0.26731 3.67204  -0.58
C: 1.46142 -3.17825 -2.72547  0.48
C: 2.43430 -2.93971 -3.72658  -0.95
C: 2.13846 -2.87000 -5.06279  -0.94
C: 0.80541 -3.03610 -5.46473  -0.35
C: -0.16566 -3.29649 -4.54161  -0.86
C: 0.11918 -3.41850 -3.15444  0.95
O: -0.87512 -3.77979 -2.41175  -0.67
H: 3.53277 -2.82927 0.02061  0.41
H: 3.75554 -2.18398 -1.61602  0.49
H: 3.95237 -3.90726 -1.30435  0.32
H: 1.60602 -1.49271 4.98430  0.52
H: 0.39008 -1.33853 3.70656  0.36
H: 1.15084 -0.73703 1.36558  0.05
H: 2.78245 0.51207 -0.01343  0.57
H: 4.91107 1.28387 0.97822  0.45
H: 5.41200 0.77902 3.34919  0.40
H: 3.81003 -0.51836 4.69812  0.39
H: 3.46561 -2.82821 -3.43649  0.33
H: 2.91983 -2.70268 -5.78968  0.39
H: 0.54378 -2.96628 -6.51359  0.39
H: -1.19571 -3.45123 -4.82969  0.46
C: -4.92316 2.39721 1.90709  -1.04
C: -4.74998 2.25117 0.40402  -1.08
N: -3.66913 1.32841 0.05671  0.27
C: -3.97005 0.02038 -0.11573  -0.30
C: -3.08386 -0.97334 -0.39643  -0.36
C: -3.70211 -2.37255 -0.54033  0.31
O: -4.91752 -2.39764 -0.67226  -0.76
O: -2.93265 -3.37834 -0.48845  -0.49
C: -1.71712 -0.61981 -0.57817  0.94
O: -0.77769 -1.39743 -0.86843  -0.42
C: -1.38588 0.80290 -0.42711  0.82
C: -0.06068 1.20625 -0.62400  -0.70
C: 0.27929 2.51233 -0.43044  0.17
F: 1.54076 2.93655 -0.70363  -0.42
C: -0.64781 3.45144 0.03535  -1.52
C: -1.96360 3.06413 0.20162  -0.85
C: -2.35956 1.74404 -0.06665  0.92
N: -0.27469 4.79557 0.34859  0.39
C: -0.45983 5.75207 -0.72522  -0.46
C: -0.49027 7.15475 -0.14976  -0.77
N: 0.79119 7.38875 0.60493  -0.15
C: 0.98796 6.35531 1.68526  -0.96
C: 0.99148 4.99083 1.02715  -0.55
H: -5.74470 3.07807 2.12619  0.39
H: -4.01820 2.78211 2.37721  0.30
H: -5.15055 1.43280 2.35864  0.34
H: -4.54905 3.21124 -0.07213  0.44
H: -5.65728 1.85837 -0.05364  0.51
H: -5.01452 -0.25591 -0.03414  0.59
H: 0.66782 0.47602 -0.94972  0.67
H: -2.65936 3.79094 0.59328  0.49
H: -1.40654 5.56319 -1.22896  0.46
H: 0.33730 5.67851 -1.48598  0.27
H: -1.29606 7.25834 0.57549  0.35
H: -0.57242 7.92403 -0.91612  0.41
H: 0.81457 8.33227 0.99427  0.35
H: 1.57339 7.31489 -0.05259  0.40
H: 0.15705 6.46547 2.37999  0.36
H: 1.92977 6.57618 2.18505  0.43
H: 1.11640 4.22976 1.79683  0.51
H: 1.85642 4.91494 0.35244  0.42
N: -0.91687 -5.33962 -0.11576  -0.07
C: -1.02925 -6.48615 -0.22253  0.65
C: -1.14157 -7.86267 -0.29583  -0.15
C: -0.91511 -8.52338 -1.52398  0.08
N: -0.73092 -9.06480 -2.52501  -0.49
C: -1.46450 -8.59650 0.86828  0.05
N: -1.72555 -9.19702 1.81702  -0.51

The following is a DFT calculation (ωB97M-V/def2-TZVPD) of the ion C4H2NO3 with charge -1 in a non-equilibrium geometry.

Energy   -11811.3660 eV
Highest occupied orbital energy   -3.66 eV
Structure (SMILES)   O=C([O-])c1cocn1
Net charge   -1
Kohn-Sham gap   7.371 eV

Last column: natural (NBO) charge in e.
Cartesian coordinates (Å):
C: -0.39479 -0.74165 0.77952  -0.03
C: 1.29184 -1.19443 -0.51878  0.24
C: -0.08203 0.42447 -0.46942  0.07
C: -0.92761 1.68790 -0.05078  0.73
N: 0.96626 -0.07977 -1.13636  -0.49
O: -0.15084 2.57011 0.33792  -0.74
O: -2.17683 1.72158 -0.10500  -0.75
O: 0.56149 -1.63473 0.54589  -0.41
H: -1.21760 -0.85236 1.50290  0.20
H: 2.13012 -1.90113 -0.88587  0.16